No. 1
C45H27Cl2F12N6O4Sc as an isolated structure. Source: the OMol25 dataset; level of theory: the ωB97M-V functional and the def2-TZVPD basis.

```
97
Properties=species:S:1:pos:R:3:lowdin_charge:R:1
Sc 1.407 -0.392 0.414 1.22
Cl 8.118 -1.426 1.615 0.60
C 6.601 -1.425 0.761 -0.68
C 5.712 -0.384 0.982 -0.04
C 4.501 -0.358 0.307 -0.23
N 3.509 0.604 0.496 0.01
C 3.845 1.886 0.574 -0.49
O 4.942 2.421 0.368 0.01
C 2.677 2.746 0.987 -0.18
C 2.887 4.107 1.184 -0.01
C 1.847 4.886 1.652 -0.08
C 0.637 4.266 1.927 -0.07
C 0.515 2.908 1.687 -0.15
N 1.504 2.155 1.208 0.09
C 4.178 -1.387 -0.600 -0.21
C 5.079 -2.424 -0.814 -0.03
C 6.284 -2.441 -0.128 -0.69
Cl 7.399 -3.745 -0.422 0.60
N 2.962 -1.195 -1.247 0.05
C 2.870 -1.477 -2.537 -0.49
O 3.694 -2.016 -3.289 0.00
C 1.595 -0.946 -3.139 -0.19
C 1.456 -1.008 -4.524 -0.01
C 0.299 -0.545 -5.113 -0.07
C -0.693 -0.037 -4.286 -0.06
C -0.452 0.010 -2.924 -0.14
N 0.665 -0.420 -2.341 0.14
H 5.963 0.408 1.671 0.11
H 3.872 4.501 0.978 0.11
H 1.971 5.952 1.803 0.09
H -0.201 4.824 2.324 0.10
H -0.419 2.402 1.889 0.10
H 4.843 -3.206 -1.518 0.11
H 2.278 -1.427 -5.086 0.11
H 0.160 -0.585 -6.187 0.10
H -1.636 0.315 -4.684 0.09
H -1.201 0.402 -2.260 0.05
C -4.381 -3.137 -2.910 -0.06
C -3.425 -2.343 -2.058 -0.28
C -3.711 -1.045 -1.655 -0.07
C -2.860 -0.368 -0.800 -0.08
C -1.702 -0.965 -0.269 -0.26
N -0.923 -0.337 0.687 0.01
C -1.536 0.046 1.859 -0.23
C -2.913 0.111 2.136 -0.03
C -3.396 0.545 3.365 -0.08
C -2.538 0.918 4.385 -0.30
C -3.055 1.397 5.718 -0.08
C -1.172 0.747 4.173 0.00
C -0.687 0.283 2.968 -0.25
C 1.342 -0.465 4.002 -0.09
O 0.629 -0.067 2.772 -0.10
C 2.732 -0.564 3.563 -0.55
F 3.295 0.634 3.283 0.12
F 3.553 -1.182 4.418 0.15
F 2.880 -1.283 2.338 0.04
C 0.885 -1.818 4.474 -0.55
F -0.457 -1.956 4.532 0.12
F 1.330 -2.035 5.755 0.08
F 1.322 -2.919 3.784 0.10
C -1.375 -2.254 -0.746 -0.06
C -2.237 -2.911 -1.614 0.01
C -0.142 -2.983 -0.184 -0.31
O 0.842 -2.225 0.339 -0.18
C -0.668 -3.903 0.967 -0.52
F 0.269 -4.768 1.390 0.16
F -1.045 -3.156 2.006 0.18
F -1.752 -4.655 0.630 0.12
C 0.498 -3.933 -1.264 -0.51
F 0.419 -3.431 -2.514 0.15
F 1.784 -4.154 -1.007 0.17
F -0.093 -5.160 -1.332 0.12
H -5.260 -2.546 -3.170 0.06
H -3.904 -3.472 -3.834 0.07
H -4.715 -4.027 -2.372 0.07
H -4.624 -0.564 -1.999 0.10
H -3.072 0.658 -0.521 0.11
H -3.623 -0.230 1.399 0.09
H -4.470 0.585 3.524 0.09
H -4.118 1.635 5.652 0.06
H -2.923 0.627 6.483 0.07
H -2.519 2.288 6.053 0.07
H -0.469 0.913 4.980 0.12
H -2.008 -3.920 -1.935 0.12
N -0.459 2.399 -0.883 0.26
C -1.283 2.827 -1.561 -0.13
C -2.298 3.380 -2.401 -0.20
C -3.211 2.550 -3.057 -0.02
C -4.186 3.104 -3.866 -0.07
C -4.269 4.481 -4.026 -0.09
C -3.374 5.308 -3.360 -0.09
C -2.389 4.765 -2.555 -0.03
H -3.157 1.479 -2.919 0.09
H -4.888 2.455 -4.375 0.10
H -5.028 4.909 -4.668 0.10
H -3.445 6.382 -3.472 0.10
H -1.686 5.401 -2.035 0.12
```

## Properties
total charge: -2
relative energy (zero: lowest compared OMol25 entry of this formula, charge and spin): 292.6 kJ/mol
M: 1059.6 g mol⁻¹
HOMO-LUMO gap: 5.225 eV
E_tot: -142597.415 eV
lowest unoccupied orbital energy: 3.354 eV



No. 2
C45H30BiCl5N8O3S4 as an isolated structure. Source: the OMol25 dataset; level of theory: the ωB97M-V functional and the def2-TZVPD basis.

```
96
Properties=species:S:1:pos:R:3:lowdin_charge:R:1
Bi 0.013 -0.408 -0.040 1.74
N 1.605 -3.740 3.175 0.06
C 1.475 -2.938 2.082 -0.88
S -0.152 -2.687 1.530 0.55
N 2.598 -2.487 1.589 -0.02
N 2.462 -1.595 0.565 -0.12
C 3.488 -1.492 -0.186 -0.13
C 3.554 -0.473 -1.243 -0.30
C 4.560 -0.533 -2.201 -0.02
C 4.631 0.463 -3.160 -0.06
C 3.709 1.494 -3.120 -0.04
C 2.738 1.472 -2.130 -0.12
N 2.649 0.513 -1.214 0.07
H 0.815 -4.304 3.435 0.07
H 2.527 -4.096 3.367 0.09
H 4.346 -2.143 -0.029 0.12
H 5.269 -1.351 -2.185 0.11
H 5.400 0.437 -3.921 0.11
H 3.731 2.302 -3.839 0.11
H 2.004 2.263 -2.056 0.10
Cl -2.575 -5.109 -5.529 0.66
C -2.331 -3.991 -4.241 -0.72
C -1.057 -3.739 -3.750 -0.70
Cl 0.302 -4.529 -4.460 0.68
C -0.868 -2.852 -2.698 -0.58
Cl 0.750 -2.509 -2.165 0.69
C -1.937 -2.189 -2.056 -0.49
O -1.817 -1.384 -1.053 -0.36
C -3.211 -2.428 -2.627 -0.59
Cl -4.531 -1.517 -1.991 0.74
C -3.410 -3.308 -3.676 -0.70
Cl -4.995 -3.561 -4.301 0.68
S -6.559 -0.162 3.453 1.05
C -7.742 -1.010 2.559 -0.41
C -7.205 -1.634 1.477 -0.17
C -5.805 -1.424 1.372 -0.12
C -5.305 -0.643 2.373 -0.48
C -3.912 -0.237 2.593 -0.17
C -2.967 -0.308 1.544 -0.03
N -1.702 0.013 1.701 -0.01
C -1.260 0.430 2.911 -0.19
C -2.123 0.559 3.998 -0.12
C -1.623 1.030 5.260 0.00
C -0.327 1.361 5.412 -0.01
C 0.585 1.253 4.309 -0.12
C 1.935 1.624 4.403 0.04
C 2.763 1.535 3.308 -0.19
C 2.200 1.036 2.119 -0.08
N 0.946 0.666 2.018 0.01
C 0.124 0.778 3.077 -0.17
C 4.163 1.970 3.305 -0.49
C 5.118 1.714 2.361 -0.11
C 6.360 2.340 2.644 -0.18
C 6.326 3.063 3.796 -0.41
S 4.788 2.996 4.538 1.05
C -3.467 0.214 3.812 0.04
H -8.771 -0.997 2.878 0.07
H -7.778 -2.227 0.780 0.11
H -5.194 -1.860 0.597 0.06
H -3.249 -0.637 0.551 0.09
H -2.318 1.116 6.086 0.12
H 0.048 1.724 6.361 0.12
H 2.312 1.989 5.353 0.11
H 2.787 0.956 1.214 0.09
H 4.948 1.089 1.495 0.11
H 7.239 2.249 2.023 0.10
H 7.121 3.629 4.252 0.07
H -4.146 0.288 4.655 0.11
C 4.590 5.902 -0.089 -0.05
C 3.204 5.326 0.004 -0.27
C 2.331 5.373 -1.080 -0.04
C 1.070 4.802 -1.009 -0.06
C 0.671 4.164 0.158 -0.26
C 1.510 4.145 1.262 -0.05
C 2.768 4.722 1.179 -0.03
S -0.901 3.336 0.236 0.58
O -1.869 4.230 -0.348 -0.30
O -1.075 2.952 1.614 -0.30
N -0.695 1.991 -0.611 -0.22
C -0.850 1.914 -1.988 -0.42
C -1.394 2.878 -2.857 -0.02
C -1.467 2.585 -4.202 -0.06
C -1.019 1.360 -4.688 -0.07
C -0.503 0.471 -3.770 -0.14
N -0.410 0.741 -2.469 0.00
H 4.664 6.633 -0.894 0.08
H 5.320 5.113 -0.286 0.08
H 4.879 6.387 0.843 0.08
H 2.641 5.869 -1.993 0.11
H 0.397 4.857 -1.856 0.11
H 1.161 3.687 2.176 0.10
H 3.423 4.706 2.044 0.11
H -1.774 3.807 -2.466 0.09
H -1.891 3.317 -4.879 0.11
H -1.077 1.102 -5.735 0.10
H -0.135 -0.502 -4.077 0.10
```

## Properties
relative energy (zero: lowest compared OMol25 entry of this formula, charge and spin): 30.0 kJ/mol
M: 1245.3 g mol⁻¹
HOMO-LUMO gap: 7.036 eV
E_tot: -177011.130 eV
lowest unoccupied orbital energy: -0.792 eV



No. 3
C45H31Cl6CuIN3O3PS as an isolated structure. Source: the OMol25 dataset; level of theory: the ωB97M-V functional and the def2-TZVPD basis.

```
92
Properties=species:S:1:pos:R:3:lowdin_spin:R:1
Cu -0.824 0.943 -0.857 0.73
I 0.579 -3.141 1.099 0.00
C 1.878 -3.235 2.754 0.00
C 2.879 -4.149 2.567 0.00
C 3.746 -4.517 3.615 0.00
C 3.542 -3.996 4.852 0.00
C 2.521 -3.039 5.076 0.00
C 2.334 -2.557 6.395 0.00
C 1.374 -1.633 6.672 0.00
C 0.624 -1.100 5.609 0.00
C 0.783 -1.505 4.308 0.00
P -0.023 -0.471 3.000 0.00
C -1.752 -0.411 3.631 0.00
C -2.579 -1.470 3.257 0.00
C -3.910 -1.507 3.646 0.00
C -4.441 -0.475 4.408 0.00
C -3.629 0.584 4.787 0.00
C -2.293 0.613 4.406 0.00
C 0.598 1.211 3.388 0.00
C 1.806 1.452 4.037 0.00
C 2.317 2.741 4.130 0.00
C 1.631 3.811 3.576 0.00
C 0.431 3.584 2.914 0.00
C -0.070 2.296 2.812 0.00
C 1.694 -2.571 4.011 0.00
H 2.986 -4.626 1.603 0.00
H 4.530 -5.241 3.433 0.00
H 4.154 -4.300 5.693 0.00
H 2.974 -2.947 7.177 0.00
H 1.217 -1.276 7.681 0.00
H -0.079 -0.303 5.825 0.00
H -2.175 -2.272 2.646 0.00
H -4.535 -2.339 3.345 0.00
H -5.482 -0.497 4.706 0.00
H -4.034 1.392 5.385 0.00
H -1.676 1.453 4.699 0.00
H 2.366 0.631 4.465 0.00
H 3.260 2.906 4.636 0.00
H 2.033 4.813 3.648 0.00
H -0.114 4.407 2.469 0.00
H -1.006 2.132 2.287 0.00
Cl -5.717 5.416 1.713 0.00
C -4.602 4.495 0.746 0.00
C -4.258 3.214 1.129 0.00
C -3.358 2.514 0.346 0.00
Cl -2.966 0.873 0.797 0.00
C -2.737 3.034 -0.801 0.01
O -1.847 2.390 -1.512 0.08
C -3.163 4.326 -1.159 0.00
Cl -2.511 5.029 -2.603 0.00
C -4.066 5.051 -0.405 0.00
H -4.680 2.758 2.014 0.00
H -4.347 6.047 -0.716 0.00
Cl 3.904 -3.399 -1.007 0.00
C 2.953 -2.917 -2.370 0.00
C 3.125 -1.662 -2.927 0.00
C 2.337 -1.290 -4.004 0.00
C 1.352 -2.126 -4.530 0.00
C 0.448 -1.661 -5.670 0.00
C -1.056 -1.695 -5.382 0.00
N -1.534 -1.092 -4.131 0.00
C -2.854 -0.746 -3.903 0.00
C -2.925 -0.305 -2.623 0.00
N -1.678 -0.411 -2.049 0.05
C -0.869 -0.859 -2.991 0.01
O 0.861 -0.451 -6.264 0.00
C 0.507 0.777 -5.636 0.00
C 1.480 1.832 -6.058 0.00
C 1.582 3.032 -5.428 0.00
Cl 0.659 3.522 -4.071 0.00
S 2.776 4.046 -6.117 0.00
C 3.163 2.853 -7.282 0.00
C 2.405 1.734 -7.140 0.00
C 1.264 -3.403 -3.983 0.00
Cl 0.186 -4.602 -4.654 0.00
C 2.040 -3.804 -2.907 0.00
H 3.861 -0.982 -2.523 0.00
H 2.501 -0.317 -4.443 0.00
H 0.560 -2.389 -6.478 0.00
H -1.382 -2.733 -5.376 0.00
H -1.550 -1.193 -6.214 0.00
H -3.604 -0.847 -4.667 0.00
H -3.775 0.056 -2.071 0.00
H 0.169 -1.086 -2.831 0.00
H 0.527 0.698 -4.550 0.00
H -0.516 1.060 -5.912 0.00
H 3.931 3.046 -8.013 0.00
H 2.490 0.858 -7.766 0.00
H 1.931 -4.799 -2.500 0.00
O 2.666 -0.135 1.066 0.03
C 1.780 0.230 0.382 0.03
N 0.898 0.627 -0.319 0.05
```

## Properties
2S+1: 2
M: 1128.0 g mol⁻¹
HOMO-LUMO gap (spin up / spin down): 7.690 / 5.972 eV
E_tot: -205780.803 eV
lowest unoccupied orbital energy (spin up / spin down): 0.192 / -1.526 eV



No. 4
C45H33N2O13P2 as an isolated structure. Source: the OMol25 dataset; level of theory: the ωB97M-V functional and the def2-TZVPD basis.

```
95
Properties=species:S:1:pos:R:3:lowdin_charge:R:1
N -1.567 2.456 0.958 -0.27
P -1.138 3.784 1.655 0.69
N -1.502 5.220 0.731 -0.22
C -2.392 6.101 1.621 -0.30
C -3.793 5.466 1.701 -0.19
O -4.202 5.035 0.417 -0.14
O -5.320 5.836 0.021 -0.03
C -2.642 7.532 1.096 -0.76
O -2.777 8.359 2.024 -0.05
O -2.740 7.706 -0.118 -0.01
P -0.041 5.951 0.377 0.29
O 0.902 4.930 -0.104 -0.30
O 0.577 6.678 1.663 -0.11
O -0.201 7.055 -0.741 -0.09
H -2.264 1.983 1.521 -0.06
H 0.223 3.825 1.953 0.01
H -1.801 3.933 2.883 0.02
H -1.991 6.102 2.634 0.11
H -3.861 4.637 2.409 0.10
H -4.461 6.267 2.010 0.13
H -4.906 6.406 -0.648 0.09
H -0.014 7.356 2.034 0.09
H 0.237 7.876 -0.491 0.09
C 0.115 3.333 -2.686 -0.03
C -0.356 3.270 -3.991 -0.04
C 0.328 2.537 -4.949 -0.01
C 1.494 1.870 -4.604 -0.10
C 1.981 1.949 -3.290 -0.08
C 1.282 2.674 -2.334 0.02
C 3.252 1.279 -2.913 -0.27
O 3.699 1.326 -1.788 0.11
C 3.995 0.532 -3.979 -0.07
C 5.230 -0.050 -3.663 0.00
C 5.926 -0.769 -4.600 -0.11
C 5.396 -0.899 -5.918 -0.11
C 4.209 -0.290 -6.226 0.00
C 3.494 0.422 -5.254 -0.07
C 2.205 1.078 -5.636 -0.28
O 1.776 0.959 -6.767 0.09
H -0.418 3.895 -1.933 0.09
H -1.262 3.797 -4.261 0.11
H -0.038 2.483 -5.965 0.12
H 1.644 2.730 -1.317 0.11
H 5.630 0.075 -2.666 0.12
H 6.878 -1.215 -4.347 0.12
H 5.939 -1.448 -6.676 0.12
H 3.809 -0.353 -7.229 0.12
C 1.950 -9.162 -0.892 -0.06
C 1.508 -8.091 -0.121 -0.06
C 1.824 -6.794 -0.487 0.00
C 2.592 -6.562 -1.621 -0.08
C 3.053 -7.637 -2.382 -0.08
C 2.720 -8.935 -2.019 -0.01
C 3.917 -7.414 -3.579 -0.28
O 4.311 -8.352 -4.241 0.10
C 4.283 -6.015 -3.927 -0.09
C 5.130 -5.786 -5.004 -0.01
C 5.471 -4.488 -5.348 -0.05
C 4.966 -3.407 -4.630 -0.05
C 4.126 -3.635 -3.552 0.02
C 3.787 -4.934 -3.191 -0.08
C 2.907 -5.154 -2.008 -0.28
O 2.462 -4.223 -1.374 0.12
H 1.695 -10.174 -0.608 0.10
H 0.915 -8.271 0.766 0.11
H 1.481 -5.956 0.103 0.12
H 3.071 -9.762 -2.621 0.12
H 5.519 -6.625 -5.563 0.12
H 6.135 -4.317 -6.188 0.10
H 5.241 -2.333 -4.918 0.04
H 3.731 -2.804 -2.981 0.12
C -3.976 -3.505 3.974 -0.06
C -3.169 -2.640 3.242 -0.05
C -2.981 -1.337 3.668 0.01
C -3.610 -0.891 4.824 -0.08
C -4.438 -1.752 5.547 -0.09
C -4.610 -3.063 5.123 -0.01
C -5.158 -1.280 6.765 -0.28
O -5.873 -2.028 7.398 0.10
C -4.979 0.143 7.177 -0.08
C -5.682 0.622 8.275 -0.01
C -5.520 1.936 8.679 -0.06
C -4.649 2.776 7.993 -0.06
C -3.949 2.305 6.896 0.00
C -4.118 0.991 6.479 -0.08
C -3.381 0.511 5.275 -0.28
O -2.621 1.237 4.673 0.10
H -4.115 -4.526 3.642 0.10
H -2.685 -2.984 2.338 0.11
H -2.351 -0.660 3.107 0.12
H -5.243 -3.729 5.693 0.12
H -6.355 -0.037 8.806 0.12
H -6.072 2.310 9.531 0.10
H -4.519 3.801 8.314 0.11
H -3.274 2.953 6.354 0.12
```

## Properties
total charge: -1
M: 871.7 g mol⁻¹
HOMO-LUMO gap: 6.045 eV
E_tot: -95377.982 eV
lowest unoccupied orbital energy: 0.313 eV